(1)
Formula: C26H33ClGeN6SeTeW
Source: the OMol25 dataset
Level of theory: ωB97M-V/def2-TZVPD

The geometry in XYZ format:
```
70
Properties=species:S:1:pos:R:3
W -0.330 -0.527 0.482
N 2.660 -1.978 -0.259
C 2.831 -0.773 0.269
N 4.070 -0.375 0.473
C 4.234 0.857 0.948
N 5.446 1.269 1.260
N 3.216 1.759 1.099
C 2.035 1.297 0.876
N 1.717 0.001 0.545
C 0.892 2.228 0.930
C 1.053 3.571 1.198
C -0.075 4.379 1.200
C -1.309 3.807 0.934
C -1.382 2.448 0.684
N -0.297 1.665 0.681
H 3.484 -2.521 -0.465
H 1.747 -2.364 -0.423
H 6.232 0.651 1.134
H 5.591 2.212 1.581
H 2.043 3.955 1.392
H 0.009 5.438 1.405
H -2.214 4.397 0.923
H -2.332 1.970 0.496
Cl -4.774 -4.530 -0.297
C -3.723 -3.227 -0.674
C -3.887 -2.007 -0.061
C -3.013 -0.960 -0.383
C -1.966 -1.148 -1.297
C -0.972 -0.084 -1.483
C -1.844 -2.411 -1.927
C -2.717 -3.424 -1.639
H -4.698 -1.856 0.637
H -3.235 0.033 -0.013
H -1.367 0.920 -1.624
H -0.211 -0.315 -2.231
H -1.075 -2.553 -2.678
H -2.652 -4.377 -2.147
Te -2.013 -0.534 2.645
C -0.511 0.027 4.031
C 0.042 1.306 4.026
C 0.979 1.668 4.983
C 1.342 0.768 5.976
C 0.760 -0.491 6.013
C -0.156 -0.865 5.040
H -0.296 2.043 3.309
H 1.397 2.667 4.977
H 2.054 1.058 6.738
H 1.013 -1.181 6.807
H -0.617 -1.844 5.091
C 2.656 -1.848 3.300
Ge 2.007 -3.695 3.303
C 3.169 -4.845 2.233
C 1.862 -4.392 5.114
C 0.124 -3.757 2.659
Se -0.490 -3.180 0.907
C 0.536 -4.415 -0.203
H 3.588 -1.776 2.739
H 2.837 -1.518 4.321
H 1.916 -1.171 2.868
H 4.073 -5.050 2.809
H 3.479 -4.375 1.299
H 2.698 -5.802 2.012
H 2.836 -4.359 5.602
H 1.519 -5.426 5.111
H 1.164 -3.798 5.704
H -0.495 -3.172 3.339
H -0.239 -4.786 2.716
H 1.576 -4.452 0.105
H 0.436 -4.118 -1.245
H 0.084 -5.395 -0.070
```

Computed properties:
2S+1: 3
Electronic energy: -6612.2803 Eh
Kohn-Sham gap (alpha / beta): 6.031 / 6.375 eV
Maximum force: 0.18 eV/A
Charge: +2

=====

(2)
Formula: C22H50N3P3SZr
Source: the OMol25 dataset
Level of theory: ωB97M-V/def2-TZVPD

The geometry in XYZ format:
```
80
Properties=species:S:1:pos:R:3
Zr 0.006 0.311 -0.270
P -1.764 -0.178 1.630
P 1.100 -2.458 0.665
P -1.808 1.597 -1.477
H 1.259 -0.622 -4.934
C 0.917 0.326 -4.495
C 1.741 1.126 -3.739
H 2.833 0.998 -3.767
C -3.222 -1.261 1.289
C -1.383 -0.767 3.334
C -2.639 1.359 2.148
C 2.584 -3.409 0.105
C 1.342 -2.741 2.468
C -0.222 -3.600 0.115
C -1.290 2.172 -3.109
C -2.455 3.160 -0.788
C -3.297 0.645 -1.892
H 0.105 0.728 -5.109
H 1.448 2.085 -3.289
H -3.931 -1.186 2.133
H -2.879 -2.303 1.201
H -3.721 -0.964 0.354
H -2.250 -0.584 3.992
H -0.524 -0.226 3.757
H -1.171 -1.842 3.324
H -3.205 1.178 3.074
H -3.332 1.662 1.355
H -1.913 2.163 2.334
H 3.242 -3.740 0.914
H 3.252 -2.833 -0.564
H 2.264 -4.288 -0.455
H 0.953 -3.728 2.748
H 0.865 -1.986 3.102
H 2.422 -2.710 2.676
H 0.201 -4.611 -0.022
H -0.642 -3.291 -0.857
H -1.058 -3.631 0.825
H -2.180 2.222 -3.738
H -0.568 1.497 -3.572
H -0.817 3.150 -2.999
H -3.519 3.237 -1.033
H -1.908 3.967 -1.284
H -2.324 3.259 0.295
H -3.755 1.070 -2.794
H -3.988 0.719 -1.049
H -3.058 -0.410 -2.084
C 0.944 -2.065 -2.924
C -0.427 -1.980 -3.157
C -1.113 -3.117 -3.607
C -0.362 -4.264 -3.911
C 1.025 -4.306 -3.726
C 1.699 -3.194 -3.254
S 1.871 -0.718 -2.134
H 2.329 -1.535 -1.129
H -0.939 -1.025 -3.017
H -2.187 -3.137 -3.785
H -0.874 -5.138 -4.316
H 1.561 -5.217 -4.033
H 2.791 -3.154 -3.131
C 2.576 0.570 3.592
N 1.892 1.823 3.263
C 1.595 2.690 4.404
C 1.475 2.040 2.004
N 1.466 0.991 1.143
N 1.092 3.236 1.515
C 0.713 4.379 2.324
C 1.090 3.453 0.055
H 3.040 0.692 4.569
H 3.379 0.375 2.868
H 1.881 -0.281 3.638
H 2.161 3.639 4.341
H 0.508 2.897 4.492
H 1.915 2.143 5.305
H 2.105 0.264 1.480
H 1.563 4.766 2.894
H 0.382 5.161 1.639
H -0.132 4.155 2.985
H 1.732 2.717 -0.447
H 0.055 3.419 -0.325
H 1.483 4.461 -0.135
```

Computed properties:
2S+1: 1
Electronic energy: -2500.2560 Eh
Kohn-Sham gap: 5.665 eV
Maximum force: 5.52 eV/A
Charge: +4

=====

(3)
Formula: C3H11NO3S
Source: the OMol25 dataset
Level of theory: ωB97M-V/def2-TZVPD

The geometry in XYZ format:
```
19
Properties=species:S:1:pos:R:3
C -0.314 -0.664 -0.293
C -0.505 -2.166 -0.068
S 0.171 -2.920 1.464
C -1.187 -0.073 -1.455
N -0.661 1.093 -1.937
O -2.339 -0.280 -1.814
H -0.376 -0.062 0.622
H 0.756 -0.519 -0.533
H -1.547 -2.444 -0.092
H -0.178 -2.717 -0.951
H 1.353 -2.263 1.558
H 0.278 1.455 -1.790
H -1.233 1.631 -2.565
H -0.392 0.386 3.213
H 0.526 1.549 2.829
O 0.006 0.828 2.457
H 1.330 2.856 0.019
H 2.572 2.098 -0.087
O 1.740 2.212 -0.576
```

Computed properties:
2S+1: 1
SMILES string: NC(=O)CCS.O.O
Electronic energy: -799.5661 Eh
Kohn-Sham gap: 8.976 eV
Maximum force: 2.47 eV/A

=====

(4)
Formula: CHCaF3NO3S2
Source: the OMol25 dataset
Level of theory: ωB97M-V/def2-TZVPD

The geometry in XYZ format:
```
12
Properties=species:S:1:pos:R:3
Ca -2.737 1.607 -0.514
N 0.309 -0.613 -1.163
S 1.380 -0.338 -2.267
O 1.061 -1.117 -3.449
S 0.365 0.304 0.195
O -1.022 0.751 0.446
O 1.427 1.285 0.234
C 0.690 -1.013 1.502
F 1.569 -0.566 2.361
F -0.450 -1.280 2.091
F 1.146 -2.070 0.874
H -3.738 3.052 -0.312
```

Computed properties:
2S+1: 1
Electronic energy: -2092.4193 Eh
Kohn-Sham gap: 6.182 eV
Maximum force: 2.11 eV/A
Charge: +1

=====

(5)
Formula: C3H4ClFO
Source: the OMol25 dataset
Level of theory: ωB97M-V/def2-TZVPD

The geometry in XYZ format:
```
10
Properties=species:S:1:pos:R:3
C -0.658 1.008 0.639
C -0.450 -0.554 0.120
C 0.899 -0.816 -0.636
H 0.189 1.885 0.495
H -0.738 1.240 1.762
H -1.721 1.678 0.158
H 1.838 -0.237 -0.633
O -1.034 -1.464 0.733
F 1.208 -2.002 -0.339
Cl 0.467 -0.738 -2.300
```

Computed properties:
2S+1: 1
Electronic energy: -751.9001 Eh
Kohn-Sham gap: 10.398 eV
Maximum force: 5.57 eV/A

=====

(6)
Formula: C43H55CsN4OSi
Source: the OMol25 dataset
Level of theory: ωB97M-V/def2-TZVPD

The geometry in XYZ format:
```
105
Properties=species:S:1:pos:R:3
Cs 0.804 0.712 0.206
C 1.788 -4.267 0.751
C 0.351 -3.914 1.156
C -0.533 -5.157 1.063
C 0.306 -3.249 2.535
C 0.722 -3.999 3.639
C 1.022 -3.425 4.867
C 0.985 -2.029 4.944
C 0.561 -1.236 3.888
C 0.525 0.276 4.055
C -0.788 0.699 4.717
C 1.715 0.831 4.836
C 0.062 -1.838 2.681
N -0.574 -1.056 1.762
C -1.557 -1.666 0.940
C -2.125 -1.184 -0.197
N -1.882 0.040 -0.831
C -2.480 0.317 -2.030
C -2.945 1.661 -2.248
C -3.773 1.963 -3.320
C -4.120 1.016 -4.283
C -3.503 -0.222 -4.194
C -2.654 -0.582 -3.137
C -1.750 -1.789 -3.427
C -0.295 -1.307 -3.496
C -1.845 -3.074 -2.599
C -2.567 2.767 -1.279
C -3.776 3.207 -0.473
C -1.939 3.977 -1.980
H 1.809 -4.720 -0.248
H 2.238 -4.975 1.458
H 2.425 -3.380 0.734
H -0.016 -3.196 0.430
H -0.166 -5.954 1.724
H -0.549 -5.553 0.041
H -1.564 -4.930 1.351
H 0.861 -5.071 3.509
H 1.329 -4.026 5.713
H 1.297 -1.546 5.866
H 0.560 0.727 3.061
H -0.864 0.228 5.705
H -1.628 0.357 4.113
H -0.859 1.783 4.833
H 1.663 0.564 5.897
H 1.726 1.925 4.775
H 2.665 0.456 4.447
H -1.999 -2.587 1.322
H -2.956 -1.780 -0.570
H -4.165 2.975 -3.408
H -4.792 1.253 -5.100
H -3.630 -0.935 -5.005
H -2.031 -2.081 -4.439
H 0.017 -0.904 -2.532
H -0.179 -0.503 -4.227
H 0.386 -2.120 -3.766
H -1.405 -2.973 -1.608
H -1.308 -3.867 -3.133
H -2.885 -3.395 -2.466
H -1.819 2.364 -0.590
H -4.563 3.586 -1.138
H -3.517 3.999 0.241
H -4.179 2.358 0.067
H -2.657 4.490 -2.631
H -1.090 3.681 -2.603
H -1.582 4.704 -1.241
N -1.675 3.388 2.933
C -2.576 2.660 2.865
N -3.561 1.775 2.704
C -4.978 2.091 2.868
C -5.623 0.898 3.528
O -5.418 -0.284 2.766
C -4.020 -0.586 2.599
C -3.291 0.538 1.924
H -5.431 2.263 1.894
H -5.091 2.991 3.471
H -6.701 1.041 3.606
H -5.205 0.766 4.534
H -3.960 -1.480 1.986
H -3.570 -0.789 3.579
H -3.640 0.660 0.901
H -2.221 0.347 1.877
C 3.927 0.004 -6.052
C 3.241 1.177 -5.759
C 3.273 1.712 -4.472
C 3.980 1.106 -3.415
C 4.642 -0.091 -3.744
C 4.628 -0.629 -5.033
Si 3.839 1.828 -1.600
C 5.711 2.058 -1.060
C 6.137 3.290 -0.524
C 7.423 3.489 -0.023
C 8.355 2.456 -0.039
C 7.969 1.223 -0.551
C 6.674 1.033 -1.041
H 3.910 -0.413 -7.052
H 2.680 1.685 -6.536
H 2.730 2.631 -4.276
H 5.175 -0.637 -2.973
H 5.155 -1.555 -5.234
H 3.623 3.292 -2.012
H 5.436 4.120 -0.506
H 7.701 4.462 0.371
H 9.358 2.606 0.341
H 8.673 0.398 -0.562
H 6.411 0.047 -1.408
```

Computed properties:
2S+1: 1
Electronic energy: -2275.3730 Eh
Kohn-Sham gap: 4.240 eV
Maximum force: 1.02 eV/A
Charge: -2

=====

(7)
Formula: C28H25NO6P
Source: the OMol25 dataset
Level of theory: ωB97M-V/def2-TZVPD

The geometry in XYZ format:
```
61
Properties=species:S:1:pos:R:3
C 5.113 -4.953 2.354
C 3.978 -4.776 3.151
C 2.908 -3.991 2.702
C 2.945 -3.392 1.434
P 1.504 -2.527 0.664
C 0.131 -3.603 1.231
C -0.741 -3.245 2.267
C -1.692 -4.170 2.718
C -1.805 -5.425 2.113
C -0.981 -5.753 1.032
C -0.023 -4.842 0.587
C 1.265 -0.840 1.164
C 2.222 0.120 0.866
N 2.970 1.020 0.662
O 1.657 -2.650 -0.821
C 4.112 -3.525 0.665
C 5.185 -4.301 1.115
H 5.945 -5.571 2.705
H 3.923 -5.258 4.128
H 2.034 -3.880 3.342
H -0.691 -2.252 2.716
H -2.362 -3.888 3.531
H -2.555 -6.135 2.465
H -1.101 -6.707 0.520
H 0.608 -5.086 -0.269
H 0.537 -0.613 1.943
H 4.167 -3.054 -0.315
H 6.080 -4.409 0.500
C -1.679 7.501 1.864
O -0.421 6.782 1.957
C -0.204 5.800 1.043
C 1.013 5.071 1.127
C 1.105 3.843 0.524
C 0.047 3.316 -0.274
C 0.119 1.995 -0.872
C -0.850 1.461 -1.687
C -0.423 0.541 -2.778
O 0.706 0.123 -2.890
O -1.378 0.173 -3.689
C -2.641 0.864 -3.732
C -2.536 2.178 -4.486
C -3.657 -0.064 -4.411
O -3.139 1.061 -2.389
C -2.306 1.559 -1.417
O -2.793 1.976 -0.389
C -1.009 4.209 -0.584
C -1.163 5.415 0.080
H -1.709 8.101 2.771
H -1.679 8.151 0.977
H -2.555 6.833 1.823
H 1.815 5.466 1.746
H 2.006 3.231 0.600
H 1.089 1.504 -0.881
H -1.798 2.854 -4.041
H -2.269 1.973 -5.533
H -3.518 2.667 -4.481
H -3.689 -1.024 -3.884
H -4.651 0.395 -4.381
H -3.382 -0.231 -5.458
H -1.729 3.953 -1.355
H -2.054 6.026 -0.068
```

Computed properties:
2S+1: 1
Electronic energy: -1929.5875 Eh
Kohn-Sham gap: 5.532 eV
Maximum force: 2.16 eV/A
Charge: -1

=====

(8)
Formula: C42H36F18O24Zr
Source: the OMol25 dataset
Level of theory: ωB97M-V/def2-TZVPD

The geometry in XYZ format:
```
121
Properties=species:S:1:pos:R:3
Zr 1.982 0.883 1.753
C 5.816 2.750 2.467
C 4.647 2.256 1.982
C 4.389 2.181 0.437
O 3.307 1.523 0.213
C 5.187 2.914 -0.392
C 6.385 3.519 0.123
C 6.790 3.301 1.577
O 7.873 3.660 1.987
O 7.114 4.175 -0.600
O 3.677 1.791 2.689
H 6.027 2.677 3.524
H 4.929 2.970 -1.442
C 1.412 0.435 6.113
C 0.933 1.293 7.156
C 0.218 2.646 6.708
O -0.322 3.278 7.589
C 0.252 2.973 5.317
C 0.766 2.119 4.378
C 1.362 0.795 4.793
O 1.870 0.039 3.871
O 0.919 2.476 3.149
O 0.926 1.062 8.351
H 2.002 -0.450 6.324
H -0.131 3.928 4.969
C -1.893 -0.749 0.753
C -0.572 -0.433 0.905
C 0.471 -0.878 -0.136
O 1.633 -0.378 0.123
C 0.046 -1.514 -1.258
C -1.326 -1.861 -1.465
C -2.335 -1.431 -0.419
O -3.540 -1.560 -0.623
O -1.622 -2.634 -2.354
O -0.076 0.255 1.860
H -2.587 -0.425 1.515
H 0.817 -1.769 -1.971
C 1.949 2.281 -2.725
C 1.880 3.470 -1.787
O 0.560 3.807 -1.343
C 0.058 3.128 -0.351
O 0.628 2.309 0.310
C -1.434 3.409 -0.063
F -1.523 3.944 1.168
F -1.935 4.315 -0.896
F -2.098 2.274 -0.028
H 1.363 2.436 -3.634
H 1.564 1.413 -2.188
H 2.976 2.166 -3.067
H 2.327 4.341 -2.267
H 2.510 3.310 -0.922
C -3.507 -5.500 -2.468
C -4.805 -6.294 -2.295
O -4.918 -7.325 -3.273
C -5.647 -7.066 -4.335
O -6.252 -6.071 -4.585
C -5.619 -8.257 -5.329
F -5.440 -7.788 -6.569
F -4.594 -9.087 -5.088
F -6.751 -8.956 -5.265
H -3.458 -5.102 -3.484
H -2.642 -6.169 -2.433
H -3.405 -4.735 -1.705
H -5.625 -5.583 -2.316
H -4.697 -6.736 -1.306
C 6.105 0.694 -2.962
C 6.149 -0.148 -4.211
O 4.951 -0.967 -4.207
C 3.967 -0.492 -4.907
O 3.947 0.506 -5.544
C 2.676 -1.336 -4.702
F 1.917 -0.668 -3.835
F 2.011 -1.466 -5.843
F 2.988 -2.534 -4.209
H 6.792 1.541 -2.958
H 6.254 0.117 -2.046
H 5.123 1.133 -2.773
H 6.981 -0.845 -4.246
H 6.165 0.500 -5.085
C -6.475 0.170 -1.849
C -5.745 1.450 -1.502
O -6.566 2.598 -1.807
C -6.394 3.685 -1.100
O -5.690 3.791 -0.141
C -7.285 4.837 -1.590
F -8.198 4.437 -2.478
F -7.911 5.387 -0.548
F -6.537 5.788 -2.167
H -7.472 0.152 -1.397
H -5.981 -0.642 -1.314
H -6.535 0.082 -2.930
H -4.861 1.571 -2.130
H -5.416 1.424 -0.466
C -4.351 2.866 3.908
C -3.043 2.132 3.641
O -3.337 0.714 3.739
C -2.795 -0.029 4.671
O -2.038 0.303 5.532
C -3.267 -1.493 4.566
F -2.215 -2.234 4.205
F -3.701 -1.961 5.744
F -4.261 -1.668 3.692
H -4.069 3.905 4.106
H -4.828 2.442 4.791
H -5.051 2.897 3.075
H -2.227 2.508 4.253
H -2.761 2.213 2.593
C 4.113 -3.693 -1.194
C 3.682 -2.579 -0.258
O 4.675 -2.505 0.787
C 4.569 -1.555 1.659
O 3.689 -0.740 1.692
C 5.837 -1.404 2.530
F 6.686 -2.431 2.387
F 6.481 -0.303 2.181
F 5.452 -1.348 3.805
H 4.406 -4.588 -0.634
H 4.953 -3.434 -1.834
H 3.238 -4.050 -1.737
H 2.705 -2.840 0.139
H 3.685 -1.642 -0.809
```

Computed properties:
2S+1: 1
Electronic energy: -5272.8838 Eh
Kohn-Sham gap: 6.123 eV
Maximum force: 3.29 eV/A
Charge: -2

=====

(9)
Formula: C4H5N2O2S
Source: the OMol25 dataset
Level of theory: ωB97M-V/def2-TZVPD

The geometry in XYZ format:
```
14
Properties=species:S:1:pos:R:3
C 1.063 -0.599 -0.187
C 2.234 0.177 0.061
C -1.284 0.044 0.290
C -1.382 -1.370 -0.121
N 0.508 1.773 -0.055
N -0.215 0.662 -0.447
O 3.376 -0.266 0.148
O 1.872 1.503 0.036
S 0.396 -2.036 -0.067
H -2.305 0.743 0.168
H -1.106 0.193 1.344
H -1.893 -1.929 0.653
H -1.766 -1.494 -1.246
H 0.504 2.598 -0.576
```

Computed properties:
2S+1: 1
Electronic energy: -813.1090 Eh
Kohn-Sham gap (alpha / beta): 6.507 / 6.608 eV
Maximum force: 6.65 eV/A
Charge: +1

=====

Among the records above, which one has the lowest electronic energy?
C26H33ClGeN6SeTeW

=====

Among the records above, which one has the lowest maximum force?
C26H33ClGeN6SeTeW